{"formula": "C39H49AsBN7Pd", "method": "the ωB97M-V functional and the def2-TZVPD basis", "symbols": ["Pd", "C", "C", "C", "C", "C", "N", "N", "B", "N", "N", "C", "C", "C", "C", "C", "N", "N", "C", "C", "C", "C", "C", "H", "H", "H", "H", "H", "H", "H", "H", "H", "H", "H", "H", "H", "H", "H", "H", "H", "H", "H", "H", "H", "H", "C", "C", "C", "C", "C", "C", "As", "N", "C", "C", "C", "C", "C", "C", "C", "C", "C", "C", "C", "C", "C", "C", "C", "C", "C", "C", "H", "H", "H", "H", "H", "H", "H", "H", "H", "H", "H", "H", "H", "H", "H", "H", "H", "H", "H", "H", "H", "H", "H", "H", "H", "H", "H"], "coordinates": [[-0.4534, -2.7408, -0.5727], [3.2369, -2.3195, -0.6493], [2.4146, -1.6642, 0.4126], [2.8263, -0.7988, 1.4361], [1.7209, -0.6226, 2.2493], [1.5829, 0.1632, 3.5126], [0.6937, -1.3146, 1.7124], [1.1268, -1.9507, 0.5960], [-0.5662, -1.8742, 2.4390], [-1.8339, -1.3465, 1.7202], [-1.9725, -1.5993, 0.3888], [-3.2786, -1.5719, 0.0997], [-3.8095, -1.8772, -1.2601], [-3.9902, -1.2553, 1.2544], [-3.0476, -1.1415, 2.2613], [-3.2440, -0.8152, 3.7066], [-0.5814, -3.4235, 2.3177], [-0.6522, -4.0044, 1.0916], [-0.7269, -5.3258, 1.2483], [-0.8047, -6.2602, 0.0891], [-0.7146, -5.6071, 2.6165], [-0.6230, -4.3876, 3.2585], [-0.5776, -4.0885, 4.7221], [3.9368, -3.0155, -0.1867], [3.8243, -1.5966, -1.2148], [2.6208, -2.8973, -1.3358], [3.8144, -0.3934, 1.5874], [2.3377, 0.9472, 3.5391], [1.7305, -0.4718, 4.3876], [0.5971, 0.6190, 3.5982], [-0.5579, -1.5387, 3.5864], [-3.2442, -2.6792, -1.7382], [-3.7752, -1.0015, -1.9090], [-4.8465, -2.2001, -1.1917], [-5.0569, -1.1307, 1.3499], [-3.1573, -1.7070, 4.3293], [-4.2371, -0.3978, 3.8565], [-2.5044, -0.0954, 4.0564], [-0.7442, -5.7175, -0.8553], [-1.7423, -6.8155, 0.0978], [0.0092, -6.9838, 0.1155], [-0.7675, -6.5762, 3.0851], [-0.6044, -5.0184, 5.2847], [-1.4272, -3.4791, 5.0313], [0.3321, -3.5510, 4.9906], [-4.0019, 5.0970, -0.5642], [-2.8264, 4.1598, -0.5512], [-2.6439, 3.2504, 0.4798], [-1.5754, 2.3575, 0.4940], [-1.4323, 1.4338, 1.6768], [-0.6766, 2.4196, -0.5732], [0.8567, 1.2301, -0.5103], [0.4449, 0.2659, -1.9631], [-0.2408, -0.6608, -2.6293], [0.2218, -2.0047, -2.7130], [-0.4716, -2.9151, -3.4995], [-1.6360, -2.5409, -4.1748], [-2.0763, -1.2238, -4.1077], [-1.3936, -0.2831, -3.3554], [2.4416, 2.2094, -0.9112], [3.3150, 1.9136, -1.9670], [3.1143, 0.7686, -2.9269], [4.4134, 2.7435, -2.1421], [4.6781, 3.8163, -1.2963], [5.8815, 4.6923, -1.5049], [3.8166, 4.0414, -0.2254], [2.7012, 3.2501, -0.0023], [1.8124, 3.5588, 1.1828], [-0.8194, 3.3130, -1.6540], [0.1317, 3.4147, -2.8226], [-1.9044, 4.1740, -1.6001], [-4.5350, 5.0842, 0.3844], [-4.7028, 4.8133, -1.3512], [-3.6837, 6.1198, -0.7678], [-3.3471, 3.2332, 1.3058], [-2.3948, 0.9834, 1.9218], [-1.0994, 1.9935, 2.5548], [-0.7295, 0.6167, 1.5080], [1.2501, -2.2102, -2.4383], [-0.0606, -3.9069, -3.6437], [-2.1609, -3.2620, -4.7859], [-2.9527, -0.9198, -4.6660], [-1.7261, 0.7452, -3.2941], [2.8056, -0.1438, -2.4104], [4.0424, 0.5527, -3.4523], [2.3567, 1.0056, -3.6781], [5.0896, 2.5418, -2.9655], [6.3651, 4.4869, -2.4577], [6.6133, 4.5318, -0.7112], [5.6020, 5.7457, -1.4778], [4.0257, 4.8544, 0.4622], [2.3944, 4.0351, 1.9700], [1.3547, 2.6675, 1.6259], [1.0042, 4.2389, 0.9055], [0.4023, 2.4392, -3.2264], [1.0557, 3.9200, -2.5354], [-0.3272, 3.9934, -3.6217], [-2.0360, 4.8854, -2.4090]], "forces_ev_per_a": [[-0.2062, -0.2351, 0.6735], [0.0124, 0.1045, 0.0618], [0.0317, -0.0450, 0.0877], [0.0804, -0.0477, -0.0609], [-0.0709, 0.1375, 0.0951], [0.0695, -0.0559, -0.0427], [0.2086, -0.4059, 0.2106], [0.1391, 0.2720, -0.2299], [-0.1444, 0.0320, 0.0551], [-0.1215, -1.0127, 0.0118], [-0.1092, 0.0112, -0.0581], [0.0100, 0.0142, -0.0505], [-0.0109, 0.0872, 0.0198], [-0.0923, 0.0732, 0.0285], [-0.0190, -0.1365, 0.1360], [0.0014, -0.0832, -0.0718], [0.0702, 0.2927, -0.1234], [-0.0964, -0.2674, -0.1820], [0.0225, 0.0246, 0.0541], [-0.0090, 0.0325, 0.0128], [-0.0046, -0.1222, 0.0087], [0.0103, 0.1337, 0.2056], [0.0028, -0.0272, -0.0845], [0.0145, 0.0036, 0.0110], [-0.0032, -0.0304, 0.0255], [0.0636, -0.0455, 0.0506], [-0.0419, -0.0116, -0.0082], [0.0121, -0.0060, 0.0217], [-0.0014, -0.0117, -0.0192], [0.0438, -0.0186, -0.0218], [-0.0296, -0.0383, -0.1269], [0.0399, -0.0033, -0.0096], [-0.0137, -0.0054, 0.0425], [0.0079, 0.0012, 0.0201], [0.0410, 0.0010, -0.0212], [0.0024, -0.0027, -0.0263], [-0.0052, -0.0030, 0.0063], [-0.0074, -0.0049, -0.0051], [-0.0020, 0.0282, -0.0352], [-0.0005, 0.0037, 0.0196], [0.0015, 0.0051, 0.0217], [0.0041, 0.0289, -0.0367], [0.0027, -0.0005, -0.0038], [-0.0028, -0.0129, -0.0180], [0.0020, -0.0157, -0.0184], [0.0733, -0.0202, 0.0033], [-0.0292, 0.0063, -0.0187], [-0.0570, -0.0054, 0.0189], [0.0128, 0.1460, 0.0138], [0.0719, 0.3927, -0.1241], [0.0653, -0.1405, -0.0094], [-0.2142, -0.3374, -0.1792], [-0.0004, 0.3649, -0.0335], [0.0549, 0.3130, 0.2129], [0.2157, -0.1428, -0.4565], [-0.0023, -0.1284, -0.0252], [0.0076, 0.0403, 0.0455], [0.0233, 0.0805, 0.0281], [-0.0524, -0.0670, -0.1078], [0.0689, -0.0043, -0.0167], [0.0080, -0.0394, -0.0526], [-0.0216, 0.0578, 0.0901], [0.0492, 0.0151, -0.0208], [0.0318, 0.0085, -0.0073], [-0.0682, -0.0353, 0.0139], [0.0089, 0.0343, 0.0381], [0.0176, 0.0445, 0.0524], [0.0454, -0.0240, -0.1081], [-0.0820, 0.0581, 0.0710], [-0.0726, 0.0124, 0.1137], [-0.0205, 0.0339, -0.0747], [0.0096, -0.0068, -0.0031], [0.0015, 0.0024, 0.0020], [0.0057, -0.0166, 0.0019], [0.0005, -0.0039, -0.0278], [0.1641, 0.3471, -0.1214], [-0.0043, 0.0867, -0.0102], [-0.0943, 0.3306, -0.0401], [-0.0948, -0.0056, 0.1366], [-0.0175, -0.0117, -0.0117], [-0.0029, 0.0022, 0.0032], [0.0033, -0.0163, 0.0210], [0.0023, -0.0080, -0.0122], [0.0089, 0.0715, -0.0627], [0.0122, 0.0110, -0.0150], [-0.0065, -0.0023, 0.0200], [-0.0065, 0.0056, 0.0227], [-0.0068, -0.0010, 0.0050], [-0.0092, -0.0118, 0.0001], [-0.0021, -0.0080, -0.0057], [-0.0036, -0.0152, -0.0246], [0.0012, 0.0095, -0.0100], [0.0316, -0.0361, -0.0185], [-0.0011, -0.0087, -0.0051], [-0.0049, -0.0063, 0.0150], [0.0027, 0.0030, 0.0124], [0.0029, 0.0073, 0.0088], [-0.0288, -0.0201, 0.0262]], "lowdin_charge": [1.094, -0.008, -0.334, 0.018, -0.288, 0.000, 0.005, -0.019, -0.501, -0.020, 0.009, -0.303, -0.010, 0.047, -0.287, 0.007, 0.039, -0.026, -0.308, -0.015, 0.042, -0.244, 0.002, 0.101, 0.078, 0.056, 0.130, 0.091, 0.099, 0.068, 0.126, 0.064, 0.076, 0.096, 0.128, 0.089, 0.096, 0.085, 0.052, 0.093, 0.093, 0.127, 0.092, 0.080, 0.091, -0.027, -0.232, 0.008, -0.258, -0.052, -0.263, 1.465, -0.020, -0.361, -0.153, -0.064, -0.038, -0.046, 0.019, -0.295, -0.258, -0.043, 0.009, -0.229, -0.025, 0.008, -0.270, -0.040, -0.257, -0.035, 0.005, 0.083, 0.095, 0.092, 0.131, 0.073, 0.104, 0.020, 0.082, 0.123, 0.127, 0.130, 0.127, 0.037, 0.094, 0.086, 0.128, 0.084, 0.096, 0.093, 0.134, 0.095, 0.045, 0.097, 0.053, 0.090, 0.090, 0.131], "charge": 2, "energy_ha": -4286.802803, "lumo_energy_ev": [-4.9274, -8.0609], "homo_ev": [-13.42, -13.71], "de_lowest_kcal_mol": 9.09, "fmax_ha_per_bohr": 0.01984, "spin_multiplicity": 5, "gap_ev": [8.497, 5.650]}